# 1
Here is C6H10O in the gas phase from the Open Molecules 2025 dataset. Energies are from ωB97M-V with the def2-TZVPD basis set.

Each line ends with the Löwdin charge.
Element x y z (Å)
C: -1.12439 -1.53041 1.27536  -0.076
C: -1.07555 -0.64317 0.02559  -0.162
C: -0.20944 0.56251 0.23155  -0.271
C: 1.26505 0.02530 -1.72641  -0.102
O: -0.63242 1.28418 1.25140  0.099
C: 0.91644 0.89649 -0.52976  -0.372
C: 1.76571 1.97502 -0.22591  0.114
H: -1.76146 -2.39985 1.09178  0.077
H: -1.52684 -0.97961 2.12908  0.076
H: -0.12537 -1.89247 1.53924  0.085
H: -2.08539 -0.28359 -0.20958  0.134
H: -0.72016 -1.21180 -0.83417  0.102
H: 2.14990 0.45668 -2.19787  0.067
H: 1.50313 -1.00934 -1.44865  0.075
H: 0.46300 -0.00579 -2.47460  0.076
H: -0.02668 2.05006 1.33578  0.103
H: 1.40119 2.54022 0.67312  -0.025

As for the HOMO energy: -7.974 eV. As for the charge: 0. For the total energy, the calculation gives -309.72422 Ha.

=====

# 2
Here is a molecular structure, C44H47AsBrCl4N4O6PRbSi from the Open Molecules 2025 dataset. Energies are from ωB97M-V with the def2-TZVPD basis set.

Each line ends with the Löwdin charge.
Element x y z (Å)
Rb: -1.99124 0.54725 -1.02428  0.693
N: -0.12677 3.10089 -1.71554  -0.006
C: -0.50726 4.31104 -0.98866  -0.287
C: 0.19134 4.36428 0.36985  -0.196
C: -0.10167 3.15211 1.25026  -0.225
C: -1.53722 3.10154 1.75402  -0.282
N: -1.87411 1.74192 2.19295  0.021
H: 0.84184 3.14235 -2.01340  0.058
H: -0.69758 3.00478 -2.54780  0.012
H: -1.59125 4.29321 -0.85917  0.069
H: -0.27906 5.23574 -1.53602  0.109
H: -0.10039 5.28738 0.88102  0.111
H: 1.27297 4.42654 0.20510  0.099
H: 0.58225 3.14085 2.10569  0.109
H: 0.09142 2.24487 0.67322  0.047
H: -2.22824 3.35831 0.94883  0.053
H: -1.67937 3.85939 2.53691  0.116
H: -2.84152 1.69170 2.49138  0.061
H: -1.31511 1.47426 2.99650  0.071
O: -2.60690 -1.63002 -3.15175  -0.359
Cl: -1.18561 -1.75246 -2.98867  0.590
O: -0.64044 -2.68449 -3.93522  -0.334
O: -0.90515 -2.20422 -1.63404  -0.426
O: -0.57410 -0.45541 -3.14923  -0.465
C: -1.33081 -2.44298 1.59223  -0.055
O: -2.30845 -1.44512 1.34922  -0.108
C: -3.18380 -1.16078 2.33523  -0.234
C: -3.06129 -1.60314 3.63776  -0.058
C: -4.05770 -1.28707 4.55757  -0.678
Br: -3.87878 -1.92427 6.33924  0.717
C: -5.15661 -0.55033 4.20762  -0.080
C: -5.27139 -0.07141 2.89584  -0.075
C: -4.28958 -0.37357 1.95793  -0.205
O: -4.30710 0.00046 0.65492  -0.041
C: -6.49873 0.65329 2.53145  -0.273
N: -7.69144 0.28232 2.91819  0.180
C: -8.55677 1.20105 2.35025  -0.228
C: -9.94751 1.27546 2.40567  -0.028
C: -10.56458 2.30887 1.72787  -0.106
C: -9.82361 3.25621 1.00212  -0.096
C: -8.44517 3.19952 0.93439  -0.017
C: -7.83246 2.15586 1.62031  -0.189
N: -6.51486 1.77910 1.75152  0.154
H: -1.79998 -3.36455 1.94691  0.108
H: -0.59462 -2.10473 2.32854  0.091
H: -0.84748 -2.61650 0.63464  0.064
H: -2.21876 -2.20465 3.94152  0.099
H: -5.94554 -0.33315 4.91215  0.110
H: -5.14064 0.40158 0.36133  0.039
H: -10.51122 0.53839 2.96157  0.105
H: -11.64368 2.39143 1.74771  0.092
H: -10.34619 4.04427 0.47647  0.097
H: -7.86954 3.91636 0.36657  0.088
H: -5.73245 2.36001 1.46627  0.062
C: 1.99874 -1.89278 -0.26555  -0.417
C: 3.47183 -2.26224 -0.17407  -0.449
As: 3.78770 -4.06427 -0.90097  1.300
C: 5.73692 -4.13112 -0.70558  -0.428
C: 6.46669 -3.24464 0.08257  -0.109
C: 7.84621 -3.36975 0.20123  -0.093
C: 8.51622 -4.38089 -0.47081  -0.102
C: 7.79856 -5.27173 -1.25896  -0.096
C: 6.42222 -5.14982 -1.36657  -0.137
C: 3.71077 -3.48671 -2.77006  -0.408
C: 2.48687 -3.60826 -3.42611  -0.134
C: 2.32085 -3.11804 -4.71539  -0.079
C: 3.39055 -2.52262 -5.36851  -0.099
C: 4.61489 -2.40076 -4.72441  -0.105
C: 4.77214 -2.86958 -3.42805  -0.109
P: 1.60022 -0.08813 -0.06287  1.082
C: 2.58639 0.65702 -1.41392  -0.367
C: 2.70045 0.03512 -2.65538  -0.074
C: 3.34082 0.67434 -3.70888  -0.064
C: 3.87070 1.94531 -3.54344  -0.087
C: 3.75165 2.58162 -2.31399  -0.093
C: 3.11084 1.94350 -1.26241  -0.134
C: 2.58933 0.31695 1.43260  -0.370
C: 1.90309 0.30999 2.64580  -0.110
C: 2.56896 0.52783 3.84441  -0.086
C: 3.93281 0.77766 3.84044  -0.095
C: 4.62778 0.80675 2.63754  -0.082
C: 3.96079 0.57616 1.44257  -0.103
H: 1.41931 -2.42624 0.49311  0.065
H: 1.54838 -2.17695 -1.22003  0.037
H: 3.79474 -2.23775 0.86730  0.059
H: 4.08516 -1.56270 -0.74775  0.065
H: 5.96427 -2.44129 0.60523  0.083
H: 8.39784 -2.67071 0.81723  0.098
H: 9.59066 -4.47639 -0.38202  0.096
H: 8.31283 -6.06457 -1.78728  0.098
H: 5.86913 -5.84991 -1.98403  0.098
H: 1.63916 -4.06023 -2.92260  0.097
H: 1.35042 -3.18618 -5.18710  0.094
H: 3.26434 -2.14361 -6.37477  0.103
H: 5.44646 -1.92141 -5.22627  0.102
H: 5.72512 -2.74822 -2.92682  0.098
H: 2.27613 -0.94650 -2.82709  0.090
H: 3.41646 0.16876 -4.66219  0.093
H: 4.36771 2.44084 -4.36767  0.098
H: 4.15434 3.57769 -2.17538  0.100
H: 3.00774 2.45547 -0.31144  0.100
H: 0.83219 0.13327 2.63229  0.085
H: 2.02326 0.51451 4.77939  0.101
H: 4.45395 0.95911 4.77133  0.098
H: 5.69176 1.00680 2.63207  0.100
H: 4.50719 0.60256 0.50874  0.101
Cl: -4.75961 3.99516 -0.09607  0.041
Si: -5.19586 2.42443 -1.62306  -0.342
Cl: -3.34521 2.79847 -2.79477  -0.008
Cl: -6.54895 3.51094 -2.85655  0.022

As for the HOMO energy: -5.696 eV. As for the charge: -1. For the total energy, the calculation gives -9680.92199 Ha.

=====

# 3
Here is a molecular structure, C26H22BrI2NO3SeSr from the Open Molecules 2025 dataset. Energies are from ωB97M-V with the def2-TZVPD basis set.

Each line ends with the Löwdin charge.
Element x y z (Å)
Sr: 0.29103 0.55843 0.29634  1.159
C: -4.15051 -5.09233 0.99777  -0.079
O: -3.79687 -4.74561 2.32434  -0.071
C: -2.87018 -3.77444 2.49373  -0.284
C: -2.54898 -3.48530 3.83882  -0.018
C: -1.62175 -2.52274 4.09674  -0.038
C: -0.97236 -1.77991 3.07803  -0.107
C: -0.01569 -0.76886 3.44896  -0.381
C: 0.40038 -0.62473 4.89572  -0.016
O: 0.51435 0.02451 2.64552  -0.153
C: -1.29587 -2.08268 1.70807  -0.399
O: -0.77196 -1.49076 0.70398  -0.317
C: -2.26258 -3.10062 1.46462  0.034
H: -4.89088 -5.88297 1.08136  0.091
H: -3.28549 -5.45934 0.44096  0.097
H: -4.58509 -4.24053 0.46900  0.094
H: -3.04374 -4.03576 4.62622  0.113
H: -1.38643 -2.31260 5.13095  0.104
H: 0.74814 -1.57124 5.30865  0.089
H: -0.43812 -0.28466 5.50520  0.090
H: 1.19664 0.11263 4.94552  0.083
H: -2.47406 -3.31411 0.42693  0.109
I: -3.57559 0.67117 0.26436  0.978
C: -2.75466 2.59003 0.38223  -0.785
C: -3.58204 3.70088 0.37781  -0.122
C: -2.98467 4.94871 0.45245  -0.050
C: -1.60294 5.03514 0.52601  -0.040
C: -0.86624 3.86520 0.52198  -0.137
N: -1.43337 2.65362 0.45316  -0.084
H: -4.65375 3.58632 0.31431  0.097
H: -3.59479 5.84238 0.45004  0.115
H: -1.09697 5.98804 0.58100  0.113
H: 0.21842 3.87676 0.56040  0.050
Se: 2.35929 2.49633 -0.75639  0.490
C: 3.57771 1.10672 -0.27305  -0.734
C: 4.49388 1.27846 0.76556  -0.145
C: 5.35747 0.25400 1.12468  -0.094
C: 5.32227 -0.96706 0.46405  -0.105
C: 4.41595 -1.15217 -0.56918  -0.098
C: 3.55449 -0.12526 -0.93622  -0.172
H: 4.52381 2.22387 1.29127  0.092
H: 6.06223 0.41042 1.93223  0.100
H: 5.99551 -1.76405 0.75129  0.097
H: 4.37860 -2.09626 -1.09866  0.101
H: 2.87020 -0.27156 -1.76633  0.086
Br: -1.96178 -0.27312 -6.24007  0.712
C: -0.27941 0.46630 -5.79780  -0.745
C: 0.65432 0.60870 -6.81575  -0.138
C: 1.89974 1.14801 -6.54328  -0.078
C: 2.21589 1.54991 -5.25340  -0.069
C: 1.28735 1.41176 -4.23533  -0.164
C: 0.03909 0.86611 -4.50596  -0.721
I: -1.31965 0.68410 -2.93116  0.938
H: 0.39686 0.29474 -7.81763  0.098
H: 2.62039 1.25440 -7.34320  0.107
H: 3.18426 1.97629 -5.02731  0.112
H: 1.53814 1.73470 -3.22957  -0.006

As for the HOMO energy: -7.147 eV. As for the charge: 0. For the total energy, the calculation gives -6886.10264 Ha.

=====

# 4
Here is a molecular structure, C32H34AsClOTi at a distorted geometry from the Open Molecules 2025 dataset. Energies are from ωB97M-V with the def2-TZVPD basis set.

Each line ends with the Löwdin charge.
Element x y z (Å)
C: 0.19266 0.74101 -6.02596  -0.184
C: 1.56755 1.24928 -5.91089  0.014
C: -0.05895 -0.69447 -5.99912  0.011
C: -0.91735 1.70104 -6.00085  0.015
Cl: 0.64680 1.86564 -1.17328  0.271
H: -0.07703 -1.15484 -7.01466  0.156
H: -1.05360 -0.90059 -5.55695  0.116
H: 0.76896 -1.20824 -5.47653  0.114
H: 2.03927 1.50801 -6.87624  0.147
H: 2.21347 0.48904 -5.43976  0.110
H: 1.55489 2.18176 -5.31961  0.118
H: -1.18770 2.10220 -6.99487  0.148
H: -0.60526 2.57656 -5.40357  0.119
H: -1.82266 1.22261 -5.58958  0.113
C: 1.82850 -1.49822 0.85950  -0.112
C: 0.85529 -2.17973 0.05987  -0.135
C: 0.95058 -1.66928 -1.27981  -0.193
H: 0.25476 -3.03144 0.38623  0.120
C: 1.98525 -0.67367 -1.28431  -0.212
C: 2.48416 -0.53817 0.05740  -0.135
H: 3.30302 0.10072 0.38026  0.119
H: 2.11708 -1.78119 1.86888  0.115
H: 0.47498 -2.05997 -2.17746  0.114
H: 2.42202 -0.21749 -2.17124  0.104
C: -2.27090 1.06879 0.34808  -0.120
C: -2.32735 -0.18128 1.01059  -0.107
C: -2.03031 -1.21157 0.06063  -0.134
H: -2.67682 -0.31474 2.03874  0.114
C: -1.82047 -0.58953 -1.22094  -0.202
C: -1.98223 0.83502 -1.03476  -0.232
H: -2.06686 1.56719 -1.83552  0.102
H: -2.54652 2.02307 0.79154  0.120
H: -2.09296 -2.28856 0.25157  0.123
H: -1.76814 -1.07358 -2.19774  0.112
Ti: 0.06622 0.10226 -0.09686  0.615
O: 0.27943 0.69469 1.68682  -0.559
As: 0.31137 0.65764 3.42353  1.339
C: -1.38866 1.27785 3.96108  -0.336
C: -2.18349 0.47209 4.79737  -0.079
C: -3.43449 0.94670 5.21751  -0.049
C: -3.83121 2.24354 4.88785  -0.045
C: -3.03017 3.03475 4.05997  -0.055
C: -1.80805 2.55796 3.58700  -0.103
C: 0.57036 -1.18392 3.85683  -0.330
C: -0.23967 -2.21293 3.36031  -0.100
C: -0.01647 -3.52386 3.79601  -0.051
C: 0.96375 -3.79757 4.75604  -0.043
C: 1.74551 -2.75919 5.26851  -0.048
C: 1.54732 -1.44784 4.82991  -0.080
C: 1.77644 1.74964 3.97188  -0.310
C: 1.60957 2.76308 4.93659  -0.070
C: 2.72420 3.51976 5.33103  -0.051
C: 3.99245 3.23505 4.81094  -0.048
C: 4.13793 2.26475 3.81582  -0.052
C: 3.03677 1.49523 3.41433  -0.085
H: -1.82972 -0.51885 5.09842  0.108
H: -4.08937 0.30967 5.81252  0.119
H: -4.78007 2.65212 5.23248  0.120
H: -3.32926 4.03746 3.76224  0.118
H: -1.16256 3.14876 2.92527  0.124
H: -1.04175 -1.98805 2.65320  0.095
H: -0.62399 -4.33087 3.38346  0.118
H: 1.11802 -4.81983 5.10043  0.120
H: 2.51292 -2.96609 6.01368  0.119
H: 2.13008 -0.62729 5.24743  0.106
H: 0.62344 2.98462 5.35105  0.108
H: 2.61347 4.34162 6.04550  0.120
H: 4.87256 3.79664 5.12925  0.120
H: 5.10694 2.08638 3.34198  0.118
H: 3.12775 0.71418 2.65236  0.096

As for the HOMO energy: -12.980 eV. As for the charge: +2. For the total energy, the calculation gives -4859.93331 Ha.

=====

# 5
Here is C5H12O in the gas phase at a distorted geometry from the Open Molecules 2025 dataset. Energies are from ωB97M-V with the def2-TZVPD basis set.

Each line ends with the Löwdin charge.
Element x y z (Å)
C: 2.41293 -0.01465 0.26672  -0.068
C: 1.11379 0.65967 -0.10491  -0.330
O: 0.16327 -0.33871 -0.11047  -0.283
C: -1.17904 0.12069 -0.17045  -0.278
C: -1.68592 -0.57348 -1.52149  -0.035
C: -1.14121 -0.14735 1.51411  -0.006
H: 2.53471 -0.90777 -0.35368  0.082
H: 2.40519 -0.33434 1.31657  0.077
H: 3.25199 0.66149 0.10629  0.073
H: 0.89336 1.50575 0.58019  0.127
H: 1.09412 1.04304 -1.12826  0.119
H: -1.26295 1.20615 -0.43009  0.124
H: -2.57120 -0.14623 -2.01829  0.064
H: -1.83525 -1.65048 -1.43306  0.063
H: -0.86103 -0.45109 -2.26135  0.083
H: -0.12542 -0.22602 2.03159  0.093
H: -1.59725 -1.10593 1.73135  0.055
H: -1.61008 0.69925 1.98525  0.040

As for the HOMO energy: -8.593 eV. As for the SMILES: CCOC(C)C. As for the charge: 0. For the total energy, the calculation gives -272.83653 Ha.

=====

# 6
Here is C6H6N2S in the gas phase at a distorted geometry from the Open Molecules 2025 dataset. Energies are from ωB97M-V with the def2-TZVPD basis set.

Each line ends with the Löwdin charge.
Element x y z (Å)
C: -1.88626 -1.15334 -0.08976  -0.177
C: -0.55804 -1.43138 -0.23104  -0.084
N: 0.39280 -0.41783 -0.19351  -0.116
C: 1.77269 -0.29344 -0.07355  -0.185
C: 2.23524 0.89863 0.29919  -0.408
S: 1.02863 2.13936 0.12867  0.928
C: -0.25509 0.94595 -0.29262  -0.510
C: -1.44135 0.96514 0.68558  -0.146
N: -2.25927 -0.01811 0.58984  0.038
H: -2.64145 -1.96560 -0.32546  0.116
H: -0.06295 -2.39588 -0.48655  0.131
H: 2.24204 -1.21417 -0.25651  0.108
H: 3.30255 1.00783 0.33461  0.068
H: -0.39153 1.05946 -1.41871  0.133
H: -1.47801 1.87337 1.32982  0.106

As for the HOMO energy: -7.457 eV. As for the SMILES: C1=CN2C=CS[C@@H]2C=N1. As for the charge: 0. For the total energy, the calculation gives -739.83987 Ha.